Model w:
Here is a molecular structure, C4H7IrO3 from the Open Molecules 2025 dataset. Energies are from the ωB97M-V functional and the def2-TZVPD basis.

Calculated values
Net charge ... +2
⟨S²⟩ ... 6.019
Gap between HOMO and LUMO (spin up / spin down) ... 9.4 / 6.5 eV
Highest occupied orbital energy (spin up / spin down) ... -0.6906 / -0.6864 hartree
Spin multiplicity ... 5

Each line ends with the Löwdin spin population.
CARTESIAN COORDINATES (ANGSTROEM)
O: -1.5415 -2.5003 -0.1851  0.1447
C: -1.8476 -2.9256 0.9153  0.0671
H: -2.3837 -3.8837 1.0055  0.0014
H: -1.5598 -2.3900 1.8360  0.0042
O: 0.2192 0.1957 -1.8092  0.5284
C: 0.8098 1.4047 -1.5591  0.0914
C: 1.1892 1.6724 -0.1235  0.1201
O: 1.8559 0.7299 0.6165  0.1703
C: 0.4793 0.7551 1.0412  0.2386
Ir: -0.5064 -1.0807 -0.8573  2.5358
H: 0.1655 2.2678 -1.8354  0.0144
H: 1.7520 1.5349 -2.1350  0.0260
H: 1.4868 2.7060 0.0927  0.0039
H: -0.5901 0.6146 0.8710  0.0299
H: 0.4714 0.8991 2.1265  0.0239

=====

Model x:
Here is a molecular structure, C4H7IrO3 from the Open Molecules 2025 dataset. Energies are from the ωB97M-V functional and the def2-TZVPD basis.

Calculated values
Net charge ... +2
⟨S²⟩ ... 6.008
Gap between HOMO and LUMO (spin up / spin down) ... 7.8 / 8.0 eV
Highest occupied orbital energy (spin up / spin down) ... -0.6208 / -0.7402 hartree
Spin multiplicity ... 5

Each line ends with the Löwdin spin population.
CARTESIAN COORDINATES (ANGSTROEM)
O: 2.7092 0.6715 -0.0332  0.1906
C: 3.5421 -0.2160 -0.0019  0.0510
H: 4.6163 0.0296 -0.0332  0.0039
H: 3.2486 -1.2760 0.1008  0.0071
O: -0.6105 1.7873 0.0323  0.5481
C: -1.8903 1.3715 -0.0011  0.0715
C: -2.2819 -0.0586 -0.0195  0.0078
O: -1.6423 -1.1173 0.1265  0.0685
C: -0.1469 -1.2573 0.0088  0.2327
Ir: 0.7875 0.6114 0.0448  2.7462
H: -2.4729 1.7482 -0.8811  0.0136
H: -2.5164 1.7415 0.8514  0.0124
H: -3.3655 -0.2221 -0.1166  0.0018
H: -0.0368 -1.8543 -0.9077  0.0216
H: 0.0598 -1.9593 0.8296  0.0232

=====

We find model x to be the most stable, with the next structure 40.3 kcal/mol higher.

=====

Model w:
Here is 5 unconnected molecules or ions with the total composition C5H21N2O4S from the Open Molecules 2025 dataset. Energies are from the ωB97M-V functional and the def2-TZVPD basis.

Calculated values
Net charge ... -1
Gap between HOMO and LUMO ... 6.2 eV
Highest occupied orbital energy ... -0.1144 hartree
Spin multiplicity ... 1

Each line ends with the Löwdin charge.
CARTESIAN COORDINATES (ANGSTROEM)
C: 1.3910 -0.7073 1.3970  -0.2116
N: 2.4986 -0.0054 0.6450  -0.1303
C: 2.3612 -0.0519 -0.8292  -0.2565
C: 2.3731 1.5349 -1.0932  -0.6312
S: 1.0308 2.2258 -2.2130  0.2925
C: 0.2354 0.3221 1.4097  -0.2750
N: -1.1378 -0.0155 1.5933  -0.1322
C: -1.3615 -0.9893 2.6444  -0.1458
H: 1.1213 -1.6734 0.9878  0.0939
H: 1.7834 -0.6660 2.4626  0.1183
H: 3.4568 -0.3881 0.9698  0.1261
H: 3.1830 -0.4687 -1.4400  0.0999
H: 1.4172 -0.4576 -1.2955  0.0803
H: 3.3401 1.8259 -1.2416  -0.0129
H: 2.0440 2.1592 -0.1790  0.0362
H: 0.5982 1.2068 2.0130  0.1250
H: 0.2039 0.8213 0.3841  0.0845
H: -1.7431 0.8049 1.6342  0.0960
H: -2.3191 -1.4920 2.4977  0.0666
H: -0.5690 -1.7547 2.7121  0.0708
H: -1.3688 -0.5583 3.6629  0.0655
H: -2.2658 2.6957 -0.5258  -0.0329
H: -0.9665 1.9928 -0.7566  -0.1180
O: -1.7384 2.0388 -0.2956  0.0077
H: -2.6166 -0.4794 -0.9418  -0.0378
H: -3.7504 0.4389 -0.7318  0.0352
O: -3.5357 -0.4598 -1.0463  -0.0574
H: -1.4886 -2.7993 -1.5659  0.1322
H: -0.4608 -1.9859 -0.7572  -0.1597
O: -0.5284 -2.7243 -1.1194  -0.0151
H: -1.0718 -0.3814 -3.1840  -0.1048
H: 0.0959 0.4030 -2.6110  -0.0899
O: -0.2113 -0.4116 -3.1870  -0.1198

=====

Model x:
Here is 5 unconnected molecules or ions with the total composition C5H21N2O4S from the Open Molecules 2025 dataset. Energies are from the ωB97M-V functional and the def2-TZVPD basis.

Calculated values
Net charge ... -1
Gap between HOMO and LUMO ... 6.9 eV
Highest occupied orbital energy ... -0.1310 hartree
Spin multiplicity ... 1

Each line ends with the Löwdin charge.
CARTESIAN COORDINATES (ANGSTROEM)
N: -2.5604 -1.6360 0.0793  0.0117
C: -1.2505 -1.0151 -0.2870  -0.4695
C: -0.0960 -1.9869 -0.1154  -0.6842
S: 0.2360 -2.3741 1.6406  0.3037
C: -1.2011 -0.4451 -1.7402  -0.1547
N: -0.0444 0.5400 -1.8010  -0.1131
C: -0.2028 1.3724 -3.0147  -0.2819
C: -0.0947 2.8765 -2.6003  -0.0835
H: -2.5814 -2.6120 -0.2419  0.0606
H: -2.6266 -1.6929 1.0901  0.0313
H: -1.0433 -0.1862 0.4245  0.1156
H: -0.3068 -2.9790 -0.5401  0.0394
H: 0.7987 -1.5957 -0.5819  0.0122
H: -2.0246 0.2490 -1.9532  0.1026
H: -0.9509 -1.1483 -2.5485  0.1201
H: -0.1696 1.1196 -0.9632  0.0946
H: -1.1298 1.3115 -3.5936  0.0886
H: 0.5792 1.0567 -3.7237  0.1042
H: 0.9927 3.0276 -2.5969  0.0616
H: -0.3579 3.1007 -1.6075  0.0386
H: -0.3830 3.6180 -3.4058  0.0822
H: 1.0721 0.7798 2.7498  0.0259
H: -0.4308 0.8315 3.2378  0.0560
O: 0.2728 1.3902 2.8915  -0.0847
H: -1.7916 3.0925 2.0150  0.0015
H: -0.5683 2.2897 2.0634  -0.0171
O: -1.0333 2.9833 1.4273  -0.1570
H: 2.7455 -0.9796 -1.0852  0.0158
H: 1.8122 0.3272 -1.1886  -0.0019
O: 2.7204 -0.0324 -1.2023  -0.0920
H: 2.8182 -0.2062 1.3483  0.0260
H: 1.4452 -0.6317 1.8763  -0.0912
O: 2.2648 -0.0796 2.1278  -0.1613

=====

We find model x to be the most stable, with the next structure 73.3 kcal/mol higher.

=====

Model w:
Here is a molecular structure, C23H28BrF6N4O4S2SeW from the Open Molecules 2025 dataset. Energies are from the ωB97M-V functional and the def2-TZVPD basis.

Calculated values
Net charge ... +3
⟨S²⟩ ... 2.017
Gap between HOMO and LUMO (spin up / spin down) ... 6.3 / 6.5 eV
Highest occupied orbital energy (spin up / spin down) ... -0.6186 / -0.6188 hartree
Spin multiplicity ... 3

Each line ends with the Löwdin spin population.
CARTESIAN COORDINATES (ANGSTROEM)
W: 0.8440 -0.8903 -1.3373  1.7018
F: 0.1146 1.4936 -5.5544  0.0011
C: 1.1184 1.9469 -4.8386  0.0016
F: 2.2007 1.2262 -5.0257  0.0003
F: 1.3455 3.2096 -5.0563  0.0000
S: 0.5929 1.7169 -3.0200  0.0100
O: 0.8217 0.1095 -2.9977  0.0910
O: -0.3745 3.9990 -2.8370  0.0004
N: 1.9041 2.3604 -2.3479  0.0155
S: 2.6426 1.7720 -1.1487  0.0113
O: 1.7751 0.6611 -0.4966  0.0899
O: 3.2090 2.6407 -0.1988  -0.0007
C: 4.0289 0.7434 -1.8544  0.0011
F: 3.4790 -0.4271 -2.2896  0.0022
F: 4.5895 1.3552 -2.8536  0.0011
F: 4.8884 0.4634 -0.9002  0.0001
C: 5.3783 -3.3523 1.0751  -0.0006
C: 4.1663 -3.4531 0.1997  -0.0010
C: 3.8562 -4.6263 -0.4954  0.0108
C: 2.7460 -4.7022 -1.3326  0.0000
C: 1.9826 -3.5730 -1.4207  0.0165
Br: 0.4411 -3.3545 -2.5158  0.0112
N: 2.2236 -2.4358 -0.7609  0.0109
C: 3.3150 -2.3737 0.0347  0.0071
H: 5.4602 -4.2249 1.7223  -0.0001
H: 5.3559 -2.4582 1.6949  0.0000
H: 6.2824 -3.3176 0.4644  -0.0002
H: 4.4972 -5.4943 -0.3919  0.0005
H: 2.5027 -5.5969 -1.8888  -0.0004
H: 3.4932 -1.4323 0.5355  0.0001
C: -1.7038 3.8640 -2.3177  0.0001
C: -1.6575 3.5047 -0.8374  0.0000
C: -3.0574 3.2694 -0.2684  -0.0001
C: -3.6392 1.8885 -0.5770  -0.0007
N: -3.2507 0.8675 0.4170  -0.0006
C: -2.4716 -0.2110 0.2618  0.0140
Se: -1.6786 -0.6922 -1.3945  0.0002
N: -2.5214 -0.9711 1.3634  -0.0015
C: -1.8070 -2.2180 1.6155  0.0006
C: -0.5383 -1.9784 2.4213  0.0006
C: 0.3975 -0.9686 1.7777  0.0027
C: 1.7077 -0.7956 2.5212  -0.0003
C: -3.3464 -0.3434 2.2953  -0.0012
C: -3.7336 -0.7167 3.5805  -0.0001
C: -4.6183 0.1252 4.2173  -0.0011
C: -5.1066 1.2936 3.6001  -0.0012
C: -4.7220 1.6598 2.3293  0.0000
C: -3.8182 0.8129 1.6904  -0.0008
H: -0.2133 4.8976 -3.1455  0.0000
H: -2.2545 4.7944 -2.4573  0.0000
H: -2.2160 3.0921 -2.9015  0.0001
H: -1.1683 4.3170 -0.2990  0.0000
H: -1.0349 2.6106 -0.6923  -0.0001
H: -3.7421 4.0161 -0.6766  0.0000
H: -3.0528 3.4232 0.8114  0.0000
H: -3.3340 1.5325 -1.5594  -0.0008
H: -4.7281 1.9130 -0.5623  -0.0001
H: -1.5834 -2.6755 0.6510  0.0008
H: -2.4843 -2.8877 2.1430  0.0000
H: -0.0319 -2.9372 2.5534  0.0000
H: -0.7890 -1.6161 3.4211  -0.0002
H: -0.0961 -0.0023 1.6522  0.0009
H: 0.5802 -1.3561 0.7250  0.0075
H: 1.4925 -0.4023 3.5157  -0.0005
H: 2.3686 -0.0786 2.0344  -0.0001
H: 2.2249 -1.7465 2.6556  0.0000
H: -3.3789 -1.6205 4.0570  0.0000
H: -4.9564 -0.1197 5.2146  0.0000
H: -5.8074 1.9161 4.1388  0.0000
H: -5.1099 2.5538 1.8613  0.0000

=====

Model x:
Here is a molecular structure, C23H28BrF6N4O4S2SeW from the Open Molecules 2025 dataset. Energies are from the ωB97M-V functional and the def2-TZVPD basis.

Calculated values
Net charge ... +3
⟨S²⟩ ... 2.076
Gap between HOMO and LUMO (spin up / spin down) ... 6.7 / 5.0 eV
Highest occupied orbital energy (spin up / spin down) ... -0.6546 / -0.6597 hartree
Spin multiplicity ... 3

Each line ends with the Löwdin spin population.
CARTESIAN COORDINATES (ANGSTROEM)
W: -0.5524 1.0990 -1.2610  -0.1342
F: 1.0944 5.8761 -2.8147  0.0000
C: -0.0307 5.9120 -2.1353  0.0000
F: -0.0884 6.9327 -1.3315  0.0000
F: -1.0760 5.8336 -2.9176  0.0000
S: -0.0940 4.3563 -1.0814  -0.0004
O: -0.0982 3.2312 -2.0658  -0.0009
O: -1.2159 4.3412 -0.1847  -0.0008
N: 1.2892 4.3359 -0.2612  -0.0003
S: 1.3464 3.1507 0.7317  -0.0004
O: 0.6729 1.9425 0.0360  -0.0022
O: 2.6299 2.8141 1.2171  -0.0005
C: 0.2151 3.2754 2.2602  0.0001
F: -0.9633 2.7219 2.0112  -0.0002
F: 0.8528 2.5481 3.1710  0.0001
F: 0.0920 4.5187 2.6160  0.0000
C: 3.9461 1.2492 -4.9372  0.0032
C: 2.5735 1.1241 -4.3455  0.0167
C: 1.4280 1.0419 -5.1630  -0.0075
C: 0.1468 0.9130 -4.6370  0.0272
C: 0.1066 0.9111 -3.2709  0.0787
Br: -2.7568 1.9762 -1.4313  -0.0197
N: 1.1560 0.9512 -2.4932  0.0240
C: 2.3967 1.0805 -2.9677  0.0139
H: 4.2091 0.3353 -5.4737  0.0010
H: 4.7029 1.4287 -4.1766  0.0000
H: 3.9766 2.0629 -5.6614  0.0009
H: 1.5473 1.0864 -6.2398  -0.0004
H: -0.7377 0.8508 -5.2553  0.0006
H: 3.2211 1.1434 -2.2685  0.0007
C: 3.4996 -3.5891 1.3506  0.0007
C: 2.1302 -3.4017 0.6986  0.0162
C: 2.0343 -2.1227 -0.1362  0.0127
C: 1.7792 -0.8398 0.6642  0.0081
N: 0.4129 -0.7577 1.2225  0.1152
C: -0.7028 -0.1852 0.6498  0.0540
Se: -1.1679 -1.0867 -1.9895  0.8782
N: -1.7384 -0.4482 1.4511  0.0598
C: -3.1604 -0.0672 1.2837  0.0047
C: -3.9557 -0.9642 0.3369  0.0158
C: -3.8427 -2.4816 0.5833  0.0047
C: -5.1081 -3.0832 1.1945  0.0005
C: -1.2911 -1.1716 2.5500  0.0110
C: -1.9466 -1.6741 3.6617  0.2297
C: -1.1625 -2.3790 4.6464  0.1692
C: 0.1922 -2.5363 4.5081  0.0111
C: 0.8572 -2.0095 3.3851  0.2629
C: 0.0682 -1.3440 2.3957  0.0941
H: 3.4955 -4.4243 2.0494  0.0000
H: 3.8350 -2.6957 1.8890  0.0000
H: 4.2539 -3.8057 0.5960  0.0005
H: 1.3427 -3.4226 1.4671  0.0074
H: 1.9003 -4.2552 0.0612  0.0026
H: 1.2719 -2.2295 -0.9067  0.0042
H: 2.9876 -1.9564 -0.6448  0.0021
H: 1.9496 0.0353 0.0529  0.0005
H: 2.4670 -0.7732 1.5055  0.0015
H: -3.1889 0.9641 0.9560  0.0012
H: -3.5984 -0.0874 2.2789  0.0004
H: -3.6915 -0.7149 -0.6917  0.0086
H: -4.9954 -0.6509 0.4580  0.0006
H: -2.9842 -2.7206 1.2229  0.0009
H: -3.6276 -2.9831 -0.3601  0.0023
H: -5.3639 -2.6122 2.1477  0.0001
H: -4.9968 -4.1535 1.3611  0.0001
H: -5.9626 -2.9393 0.5345  0.0000
H: -3.0148 -1.5569 3.8057  0.0086
H: -1.6603 -2.7795 5.5211  0.0052
H: 0.7585 -3.0537 5.2715  -0.0030
H: 1.9349 -2.0874 3.2997  0.0083

=====

We find model w to be the most stable, with the next structure 63.8 kcal/mol higher.